[1]
{
  "formula": "C7H10BrN",
  "method": "ωB97M-V/def2-TZVPD",
  "s2": 2.015,
  "homo_lumo_gap_ha": [0.270, 0.250],
  "charge": 0,
  "lumo_ev": [0.66, -3.23],
  "homo_ev": [-6.7, -10.0],
  "multiplicity": 3,
  "energy_ha": -2901.2654,
  "e_above_lowest_kcal_mol": 2.6,
  "largest_force_ev_per_a": 7.6,
  "elements": ["C", "H", "H", "C", "H", "H", "H", "C", "N", "H", "C", "H", "H", "C", "C", "H", "Br", "C", "H"],
  "xyz": [[-0.6139, -0.4667, -0.0803], [0.7073, 1.5981, -1.3384], [0.0299, -2.4917, -0.6005], [1.2922, 1.0939, -0.6876], [1.9782, 1.3196, 1.2704], [-1.7786, -2.0740, -0.7649], [2.7428, -0.7834, 0.2899], [0.7622, 0.0046, 0.1181], [-2.3153, 1.2999, 0.5367], [1.5752, -1.7672, 0.9651], [1.7712, -1.1006, 0.1799], [1.7935, -1.5716, -0.8184], [-3.9373, 1.1215, 0.2544], [1.0714, 1.3211, 0.8227], [-1.5769, 0.5258, 0.1123], [0.2729, 1.9250, 1.2238], [-5.2217, 0.9388, -0.1521], [-0.8710, -1.7610, -0.4141], [2.3179, 0.8678, -0.9171]],
  "mulliken_charge": [0.535, 0.349, 0.256, -0.784, 0.300, 0.477, 0.534, 1.781, -0.560, 0.488, -2.414, 0.488, 0.255, -0.816, 0.312, 0.300, -0.289, -1.466, 0.257]
}


[2]
{
  "formula": "C7H10BrNNd",
  "method": "ωB97M-V/def2-TZVPD",
  "s2": 3.977,
  "homo_lumo_gap_ha": [0.183, 0.146],
  "charge": -1,
  "lumo_ev": [2.81, 3.11],
  "homo_ev": [-2.2, -0.9],
  "multiplicity": 4,
  "energy_ha": -3462.8731,
  "largest_force_ev_per_a": 4.4,
  "elements": ["H", "H", "H", "C", "H", "H", "C", "C", "H", "C", "H", "C", "H", "N", "C", "H", "H", "C", "Nd", "Br"],
  "xyz": [[2.0548, -3.2266, 0.0589], [1.7791, -1.6551, -2.1389], [1.9990, -1.6197, 2.2488], [-1.6337, 1.7802, -1.0977], [-0.6571, 2.1407, -1.3772], [1.6832, 0.9462, 1.3965], [1.6906, 0.0521, 0.7676], [1.8476, -1.3030, 1.2206], [-1.7302, 2.9715, 0.7129], [1.6133, 0.0360, -0.6623], [-1.7957, 0.8299, 1.8217], [1.8771, -2.1508, 0.0604], [-3.2849, 2.1452, 0.2416], [-1.7126, 0.8086, 0.8068], [-2.1836, 2.0638, 0.2660], [-2.1775, 1.1534, -1.7972], [1.5763, 0.9153, -1.3106], [1.7199, -1.3233, -1.0963], [-0.5569, -1.2065, 0.2413], [-2.1086, -3.3580, -0.3629]],
  "mulliken_charge": [0.385, 0.363, 0.425, -0.913, 0.221, 0.320, -0.406, -0.492, 0.240, -0.322, 0.001, -0.540, 0.224, -0.379, -0.311, 0.271, 0.344, -0.582, 0.758, -0.607]
}


[3]
{
  "formula": "C7H10Cl3NO3",
  "method": "ωB97M-V/def2-TZVPD",
  "homo_lumo_gap_ha": 0.390,
  "charge": 0,
  "smiles": "CC(C)(C)/N=C/C(Cl)(Cl)Cl.O=C1OO1",
  "lumo_ev": 0.45,
  "homo_ev": -10.2,
  "energy_ha": -1933.5861,
  "e_above_lowest_kcal_mol": 21.5,
  "largest_force_ev_per_a": 4.8,
  "elements": ["O", "C", "O", "C", "N", "C", "H", "Cl", "C", "H", "H", "C", "H", "H", "H", "H", "Cl", "Cl", "C", "H", "H", "O", "C", "H"],
  "xyz": [[1.2763, 3.0953, 0.0667], [-1.5895, -0.4292, -1.8217], [1.3937, 1.6979, 2.0097], [-1.7403, -1.4465, 0.3917], [0.3335, -0.3721, -0.4927], [-1.1107, -0.3624, -0.3663], [-1.2527, 1.1632, 1.2991], [3.3568, -0.5646, 1.6689], [2.6158, -0.8988, 0.1162], [-2.7436, -0.2360, -2.1065], [-1.0652, -1.1679, -2.5291], [-1.4519, 1.0522, 0.2073], [-1.6761, -2.2898, -0.3297], [-1.1992, 0.5358, -2.2067], [0.7795, -1.7892, 0.8691], [-0.9268, 1.6930, -0.4142], [3.2860, -2.4447, -0.4771], [3.0539, 0.4126, -1.0840], [1.0979, -1.0673, 0.2472], [-2.8966, -1.2876, 0.4929], [-1.3114, -1.4808, 1.3354], [2.5734, 2.5634, 1.9774], [1.7060, 2.6032, 1.0280], [-2.5088, 1.0204, 0.1185]],
  "mulliken_charge": [-0.387, -1.384, -0.176, -1.943, -0.207, 1.602, 0.237, -0.112, 0.490, 0.287, 0.353, -1.803, 0.430, 0.400, 0.512, 0.592, -0.152, -0.137, -0.610, 0.334, 0.593, -0.261, 0.822, 0.520]
}


[4]
{
  "formula": "C7H10ClN3O3S",
  "method": "ωB97M-V/def2-TZVPD",
  "homo_lumo_gap_ha": 0.299,
  "charge": 0,
  "smiles": "Cc1nc(SC[C@H](O)CCl)c([N+](=O)[O-])[nH]1",
  "lumo_ev": 0.09,
  "homo_ev": -8.0,
  "energy_ha": -1520.7307,
  "e_above_lowest_kcal_mol": 202.7,
  "largest_force_ev_per_a": 19.7,
  "elements": ["C", "C", "H", "H", "C", "H", "Cl", "N", "H", "S", "O", "H", "H", "N", "C", "N", "O", "C", "C", "H", "H", "H", "C", "O", "H"],
  "xyz": [[1.8831, 0.1998, 1.4575], [-0.4907, -0.0889, 0.5912], [1.8800, -1.7894, -0.2804], [-3.3906, -1.3096, -0.3408], [-1.3431, -1.9683, 0.3291], [2.5213, 0.4939, 2.2193], [1.3751, -0.2193, -1.9144], [-2.4392, -1.1315, -0.0591], [1.5842, -0.7183, 2.0137], [0.5322, 1.3597, 1.0496], [3.5192, 0.8953, 0.0470], [-0.9377, -3.7572, 0.5757], [3.6934, -0.6862, 1.0723], [-0.2336, -1.3044, 0.7486], [-1.6949, -3.4166, 0.3924], [-2.4033, 1.4145, -0.4012], [-1.7882, 2.4303, -0.1407], [2.9831, -0.2361, 0.3159], [2.3777, -1.1832, -0.5700], [-2.7515, -3.6001, 0.9735], [3.1926, -1.5294, -1.1120], [-1.8052, -3.6581, -0.6647], [-1.7726, 0.0135, -0.0881], [-3.4580, 1.3137, -0.7960], [2.9571, 1.2555, -0.5276]],
  "mulliken_charge": [-0.952, 0.114, 0.856, 0.236, 0.447, 0.615, -0.218, -0.008, 0.427, -0.023, -0.460, 0.677, 0.375, -0.320, -1.749, 1.121, -0.644, -0.129, -1.271, 0.283, 0.445, 0.368, 0.013, -0.656, 0.451]
}


- What is the charge in the fourth record?
  0


- The lowest charge belongs to which entry?
  C7H10BrNNd


- Which value of charge does entry 1 give?
  0